[1]
Computed, not measured: C24H25AgN3O3 as an isolated structure, with wB97M-V/def2-TZVPD.

Properties
LUMO energy (alpha / beta): -3.600 / -3.393 eV
Charge: +1
Relative energy (zero: lowest compared OMol25 entry of this formula, charge and spin): 50.7 kcal per mole

CARTESIAN COORDINATES (ANGSTROEM)
C 3.1939 -1.4903 -3.5036
C 3.9397 -2.7065 -3.3465
H 2.7777 -1.3383 -4.4875
H 3.5525 -0.5632 -3.0104
C 3.9780 -3.2861 -2.0649
C 3.0756 -2.8454 -1.1334
H 2.7143 -1.8215 -1.2112
H 2.8758 -3.4146 -0.2362
C 4.7979 -3.4482 -4.3542
H 4.6145 -3.1604 -5.3924
H 4.6367 -4.5427 -4.2634
H 5.8801 -3.2372 -4.1984
C 5.0174 -4.3265 -1.7193
H 6.0436 -3.9249 -1.8366
H 4.9248 -5.2274 -2.3303
H 4.9056 -4.6461 -0.6797
Ag -1.0857 1.2752 0.7047
O 0.7442 -0.1922 -0.2550
C 0.3012 -1.2875 -0.6661
O -0.9642 -0.6352 1.9906
C -1.1342 -1.6874 1.3688
O -1.8744 -2.6801 1.8957
N -0.6184 -2.0837 0.1255
C -1.9019 -3.7920 0.9790
C -0.8081 -3.5472 -0.0045
H -2.8475 -3.8939 0.4546
H -1.7072 -4.7475 1.4550
H -1.0847 -3.8152 -1.0214
H 0.1637 -3.9797 0.2972
C 0.7995 -2.0681 -1.7735
C 1.3397 -1.6648 -3.0211
H 0.7562 -3.1593 -1.6035
H 1.0551 -0.6117 -3.2613
H 1.0293 -2.4134 -3.8661
C -4.4952 3.8263 -0.7427
C -3.4038 2.9503 -0.6134
N -2.5877 2.9642 0.4458
C -2.8395 3.8217 1.4649
C -3.9334 4.7422 1.4206
C -4.7794 4.7137 0.2865
C -4.1376 5.5856 2.5636
C -3.3043 5.5516 3.6674
C -2.2110 4.6267 3.7574
C -1.2961 4.5456 4.8408
C -0.2543 3.6205 4.7868
C -0.1519 2.7868 3.6401
N -1.0293 2.8035 2.6338
C -2.0076 3.7314 2.6501
H -5.1201 3.7691 -1.6272
H -3.1933 2.1926 -1.3669
H -5.6524 5.3718 0.2542
H -4.9901 6.2714 2.5568
H -3.4606 6.2351 4.5097
H -1.4011 5.2362 5.6850
H 0.4768 3.5328 5.6023
H 0.6811 2.0841 3.5536

=====

[2]
Computed, not measured: C24H25AsMnN7O2S6 as an isolated structure, with wB97M-V/def2-TZVPD.

Properties
LUMO energy (alpha / beta): 1.798 / 2.053 eV
Charge: -1
Relative energy (zero: lowest compared OMol25 entry of this formula, charge and spin): 0.0 kcal per mole
Multiplicity: 6

CARTESIAN COORDINATES (ANGSTROEM)
Mn -0.3477 1.2700 -0.2289
N -2.0351 1.8761 3.0062
C -0.7050 2.1346 2.9987
N 0.0763 1.9124 1.9833
C 1.4020 2.1671 2.3006
C 1.6227 2.5903 3.5617
S 0.1313 2.6565 4.4286
C 2.3826 2.0432 1.2143
C 3.7257 2.1624 1.2743
S 4.3826 2.0889 -0.3269
C 2.7685 1.9119 -0.9722
N 1.8525 1.8647 -0.0376
N 2.5155 1.8981 -2.2811
H -2.4058 1.5705 2.1073
H -2.6248 2.4664 3.5660
H 2.5473 2.9023 4.0162
H 4.3543 2.3010 2.1374
H 3.2565 1.8429 -2.9543
H 1.5610 1.7841 -2.6146
S 0.0609 3.6842 -4.2215
As -1.2940 2.9096 -2.8142
S -0.8316 0.7660 -2.4510
S -0.7433 3.4789 -0.7218
S -3.3413 3.2826 -3.1835
C 2.9099 -3.2793 0.9320
O 1.9735 -3.0336 -0.0911
C 2.3120 -2.1876 -1.0981
C 3.5988 -1.7049 -1.2939
C 3.9140 -0.9384 -2.4124
C 2.9200 -0.6357 -3.3270
C 1.6239 -1.0713 -3.1007
C 1.2839 -1.8412 -1.9910
N -0.0316 -2.2875 -1.8961
C -0.7449 -2.9091 -0.8905
C -0.5935 -2.7080 0.5072
C -0.9874 -3.7106 1.4114
C -0.7941 -3.5797 2.7761
C -0.1972 -2.4170 3.2679
C 0.1433 -1.3864 2.3966
C -0.0810 -1.4912 1.0233
O 0.1400 -0.5174 0.1663
H 2.4090 -3.9348 1.6406
H 3.1903 -2.3512 1.4393
H 3.8099 -3.7696 0.5484
H 4.3752 -1.9477 -0.5823
H 4.9281 -0.5879 -2.5544
H 3.1384 -0.0473 -4.2088
H 0.8340 -0.7880 -3.7873
H -0.5538 -2.1295 -2.7445
H -1.4765 -3.6324 -1.2364
H -1.4174 -4.6218 1.0065
H -1.0874 -4.3762 3.4483
H -0.0131 -2.3039 4.3296
H 0.5781 -0.4664 2.7761
C -5.8487 1.9630 -1.1066
N -4.7056 1.2758 -0.5323
C -4.5054 -0.0866 -0.4686
C -3.2596 -0.2614 0.0415
N -2.6939 0.9714 0.2917
C -3.5887 1.8663 -0.0814
H -6.6256 1.2315 -1.3161
H -5.5372 2.4569 -2.0274
H -6.2343 2.7027 -0.4072
H -5.2476 -0.7892 -0.8046
H -2.7206 -1.1739 0.2325
H -3.4478 2.9347 -0.0634

=====

[3]
Computed, not measured: a 2-piece molecular cluster, C24H25BCl4O2Si overall, with wB97M-V/def2-TZVPD.

Properties
LUMO energy: -2.158 eV
Charge: 0

CARTESIAN COORDINATES (ANGSTROEM)
Cl -1.1712 -3.2568 3.1038
B -1.9509 -1.9025 2.1059
Cl -2.9860 -2.5760 0.7125
Cl -3.0084 -0.7680 3.1771
O -0.8265 -1.0883 1.5394
C -0.9225 0.1137 1.1014
C 0.1257 1.0659 1.3707
C -0.1336 2.4476 1.2364
C 0.8816 3.3742 1.4357
C 2.1755 2.9271 1.7481
Cl 3.4634 4.0554 1.8324
C 2.4286 1.5615 1.9568
C 1.4086 0.6350 1.7920
H -1.8923 0.4614 0.7328
H -1.1443 2.7682 0.9790
H 0.6977 4.4419 1.3338
H 3.4266 1.2401 2.2431
H 1.5800 -0.4257 1.9658
C 0.8849 4.8694 -1.9838
Si -0.1814 3.6668 -2.9224
C -1.9746 3.6735 -2.4113
C -0.0015 3.8371 -4.7692
O 0.4530 2.1746 -2.4016
C 0.1245 0.9132 -2.8321
C -0.7284 0.1576 -2.0583
C -1.2462 -1.1226 -2.5037
C -0.4301 -2.1186 -3.0918
C -0.9957 -3.2806 -3.6108
C -2.3814 -3.4831 -3.5454
C -3.1883 -2.5429 -2.8964
C -2.6225 -1.3998 -2.3437
C 0.6883 0.5316 -4.1346
C -0.1427 0.0691 -5.1760
C 0.3771 -0.1109 -6.4580
C 1.7269 0.1581 -6.7097
C 2.5547 0.6162 -5.6764
C 2.0436 0.8136 -4.3992
H 0.4989 5.8932 -2.0871
H 0.9469 4.6284 -0.9142
H 1.9067 4.8513 -2.3888
H -2.4389 4.6264 -2.7079
H -2.5332 2.8578 -2.8940
H -2.0805 3.5628 -1.3228
H -0.3693 4.8307 -5.0681
H 1.0468 3.7517 -5.0843
H -0.5790 3.0839 -5.3217
H -1.1490 0.6030 -1.1610
H 0.6483 -1.9468 -3.1417
H -0.3527 -4.0286 -4.0791
H -2.8260 -4.3806 -3.9794
H -4.2640 -2.6987 -2.8053
H -3.2223 -0.6803 -1.7830
H -1.1900 -0.1471 -4.9536
H -0.2781 -0.4662 -7.2557
H 2.1351 0.0099 -7.7110
H 3.6097 0.8265 -5.8617
H 2.6726 1.1801 -3.5840

=====

Calculated energy in order - -1466.1874 -7239.4459 -3235.3186 Eh
Calculated maximum force in order - 2.34 0.58 2.66 eV Å⁻¹